# 1
# C36H92N4O12

8 unconnected molecules or ions with the total composition C36H92N4O12 (ωB97M-V with the def2-TZVPD basis set, the Open Molecules 2025 dataset).

As for the SMILES: COCCNCCOC.COCCNCCOC.COCCNCCOC.COCCNCCOC.CC(C)O.CC(C)O.CC(C)O.CC(C)O. The energy above the lowest of the compared OMol25 structures with the same formula, charge and spin comes out at 110.2 kcal/mol. As for the spin multiplicity: 1. For the electronic energy, the calculation gives -2548.41729 a.u.

XYZ file:
```
144
C36H92N4O12 (ωB97M-V with the def2-TZVPD basis set)
C 2.00 8.29 3.94
O 2.76 7.61 4.95
C 3.79 6.76 4.53
C 4.34 5.84 5.59
N 3.51 4.68 5.99
C 2.61 4.99 7.13
C 1.17 5.23 6.71
O 0.78 4.23 5.76
C -0.57 4.35 5.41
H 2.66 8.82 3.25
H 1.50 9.01 4.59
H 1.30 7.60 3.46
H 4.63 7.36 4.14
H 3.41 6.16 3.69
H 4.64 6.48 6.42
H 5.24 5.42 5.14
H 2.84 4.59 5.23
H 3.00 5.91 7.58
H 2.72 4.28 7.95
H 1.00 6.21 6.28
H 0.58 5.10 7.63
H -1.00 5.34 5.22
H -1.27 3.99 6.18
H -0.74 3.74 4.52
C -7.59 -0.69 0.44
O -6.65 -1.58 -0.16
C -6.58 -2.86 0.40
C -5.44 -3.61 -0.31
N -4.14 -3.17 0.24
C -3.88 -3.74 1.56
C -2.45 -3.45 2.00
O -1.94 -4.38 2.95
C -1.76 -5.69 2.47
H -7.52 0.23 -0.13
H -7.10 -0.50 1.41
H -8.58 -1.12 0.52
H -7.54 -3.39 0.27
H -6.39 -2.76 1.47
H -5.59 -3.39 -1.36
H -5.62 -4.66 -0.11
H -4.21 -2.16 0.35
H -4.13 -4.80 1.65
H -4.50 -3.28 2.34
H -2.39 -2.42 2.36
H -1.77 -3.50 1.14
H -1.26 -6.26 3.24
H -1.12 -5.81 1.58
H -2.73 -6.14 2.25
C 2.39 -3.33 -10.96
O 2.74 -2.39 -10.00
C 1.79 -2.03 -9.03
C 2.49 -1.29 -7.92
N 1.42 -0.67 -7.07
C 1.77 0.65 -6.56
C 1.05 0.97 -5.26
O 1.47 0.16 -4.18
C 1.21 0.68 -2.90
H 3.20 -3.34 -11.69
H 1.41 -3.02 -11.36
H 2.30 -4.37 -10.60
H 1.14 -2.82 -8.63
H 1.08 -1.41 -9.62
H 3.10 -0.53 -8.41
H 2.96 -2.00 -7.24
H 1.43 -1.31 -6.28
H 1.49 1.36 -7.34
H 2.84 0.72 -6.31
H -0.03 0.87 -5.37
H 1.42 1.99 -5.06
H 1.34 -0.23 -2.31
H 0.15 0.90 -2.72
H 1.87 1.49 -2.61
C 3.29 -5.82 0.70
O 2.55 -4.77 1.32
C 1.62 -4.05 0.54
C 2.40 -3.09 -0.38
N 2.69 -3.66 -1.70
C 3.44 -2.71 -2.55
C 4.95 -2.64 -2.25
O 5.48 -1.63 -3.09
C 6.86 -1.43 -2.83
H 3.44 -6.54 1.50
H 4.31 -5.53 0.41
H 2.74 -6.27 -0.13
H 1.10 -3.36 1.20
H 0.90 -4.59 -0.09
H 3.35 -2.81 0.09
H 1.83 -2.16 -0.44
H 3.26 -4.49 -1.59
H 3.08 -1.69 -2.61
H 3.30 -3.17 -3.53
H 5.51 -3.58 -2.24
H 4.99 -2.27 -1.21
H 7.55 -1.70 -3.64
H 7.29 -2.09 -2.07
H 7.06 -0.43 -2.44
C -5.55 5.75 1.59
C -5.37 5.10 0.23
C -5.60 3.59 0.23
O -6.40 5.70 -0.60
H -6.49 5.48 2.07
H -5.56 6.84 1.62
H -4.61 5.55 2.13
H -4.41 5.29 -0.24
H -6.57 3.26 0.62
H -4.90 3.02 0.85
H -5.64 3.12 -0.76
H -7.01 5.00 -0.86
C -1.73 1.01 1.98
C -1.35 0.50 0.59
C -0.06 -0.25 0.54
O -2.42 -0.37 0.18
H -1.79 0.14 2.62
H -2.62 1.64 1.93
H -0.98 1.70 2.37
H -1.38 1.33 -0.13
H 0.67 0.38 1.06
H 0.30 -0.55 -0.45
H -0.05 -1.18 1.11
H -2.17 -0.80 -0.65
C 1.12 0.69 4.76
C 2.62 0.83 4.96
C 3.35 1.57 3.86
O 2.84 1.47 6.23
H 0.99 0.05 3.89
H 0.49 1.57 4.63
H 0.82 0.12 5.64
H 3.12 -0.13 5.07
H 4.42 1.62 4.04
H 2.87 2.54 3.72
H 3.23 1.05 2.90
H 2.40 2.32 6.29
C -2.03 -2.87 -4.30
C -2.20 -3.32 -2.84
C -0.88 -3.59 -2.15
O -2.89 -2.25 -2.14
H -2.98 -2.51 -4.68
H -1.67 -3.75 -4.83
H -1.25 -2.11 -4.35
H -2.92 -4.13 -2.83
H -1.00 -4.18 -1.23
H -0.28 -2.71 -1.96
H -0.28 -4.29 -2.74
H -3.28 -2.66 -1.35
```

=====

# 2
# C36H92N6O13

7 unconnected molecules or ions with the total composition C36H92N6O13 (ωB97M-V with the def2-TZVPD basis set, the Open Molecules 2025 dataset).

As for the SMILES: COCCNCCOC.COCCNCCOC.COCCNCCOC.COCCNCCOC.COCCNCCOC.COCCNCCOC.O. The energy above the lowest of the compared OMol25 structures with the same formula, charge and spin comes out at 46.4 kcal/mol. As for the spin multiplicity: 1. For the electronic energy, the calculation gives -2733.16568 a.u.

XYZ file:
```
147
C36H92N6O13 (ωB97M-V with the def2-TZVPD basis set)
C 0.64 3.83 -5.53
O 0.32 2.79 -4.63
C -0.82 2.10 -4.95
C -0.89 0.88 -4.06
N -1.90 -0.10 -4.50
C -1.27 -0.98 -5.49
C -2.27 -1.91 -6.12
O -3.04 -2.56 -5.14
C -4.41 -2.81 -5.46
H 0.74 3.43 -6.55
H 1.58 4.25 -5.22
H -0.14 4.59 -5.59
H -0.89 1.80 -6.03
H -1.73 2.72 -4.85
H -1.26 1.28 -3.11
H 0.06 0.44 -3.93
H -2.14 -0.58 -3.64
H -0.45 -1.65 -5.05
H -0.75 -0.32 -6.22
H -1.85 -2.59 -6.87
H -2.97 -1.27 -6.66
H -4.56 -3.18 -6.50
H -5.00 -1.90 -5.37
H -4.79 -3.49 -4.70
C 4.28 1.04 7.59
O 3.54 0.72 6.41
C 4.30 0.45 5.31
C 3.35 0.38 4.18
N 2.85 1.71 3.84
C 2.34 1.79 2.47
C 0.86 1.36 2.25
O -0.03 2.21 2.93
C -1.32 1.69 2.98
H 3.54 1.48 8.27
H 5.05 1.80 7.37
H 4.75 0.11 7.97
H 4.74 -0.56 5.43
H 5.07 1.23 5.14
H 2.64 -0.39 4.45
H 3.88 -0.04 3.34
H 2.13 2.03 4.49
H 2.86 1.24 1.67
H 2.27 2.84 2.14
H 0.68 0.34 2.62
H 0.70 1.31 1.17
H -1.41 0.81 3.68
H -1.60 1.32 1.98
H -2.12 2.42 3.20
C -4.45 -1.03 -1.85
O -3.05 -1.22 -1.77
C -2.75 -2.60 -1.74
C -1.23 -2.77 -1.81
N -0.50 -2.42 -0.61
C 0.97 -2.43 -0.73
C 1.59 -3.83 -0.85
O 1.38 -4.26 -2.18
C 1.76 -5.62 -2.42
H -4.84 -1.37 -2.80
H -4.65 0.03 -1.71
H -4.94 -1.58 -1.03
H -3.25 -3.10 -2.58
H -3.14 -3.01 -0.82
H -0.81 -2.23 -2.68
H -1.04 -3.82 -1.93
H -0.83 -1.54 -0.23
H 1.39 -1.97 0.19
H 1.37 -1.81 -1.54
H 1.06 -4.51 -0.16
H 2.63 -3.68 -0.54
H 2.80 -5.77 -2.15
H 1.60 -5.92 -3.48
H 1.15 -6.25 -1.77
C -1.16 4.36 0.54
O -1.85 3.40 -0.30
C -2.44 4.07 -1.37
C -1.50 4.60 -2.45
N -2.28 5.09 -3.54
C -2.77 6.45 -3.43
C -3.73 6.77 -4.52
O -4.97 6.22 -4.23
C -5.79 6.28 -5.37
H -0.66 3.81 1.32
H -1.89 5.07 0.97
H -0.37 4.88 0.00
H -3.00 4.92 -0.99
H -3.16 3.37 -1.77
H -0.86 3.81 -2.87
H -0.86 5.37 -2.00
H -1.99 4.84 -4.47
H -1.93 7.17 -3.47
H -3.29 6.52 -2.47
H -3.32 6.35 -5.48
H -3.81 7.85 -4.61
H -6.68 5.72 -5.22
H -5.24 5.90 -6.29
H -6.07 7.32 -5.62
C -0.45 -4.74 7.12
O -0.20 -3.90 6.03
C 0.29 -4.50 4.87
C -0.08 -3.57 3.70
N -1.40 -3.11 3.82
C -1.89 -2.22 2.78
C -3.26 -1.72 3.02
O -3.21 -0.95 4.21
C -4.45 -0.51 4.65
H -1.18 -5.51 6.83
H -0.84 -4.14 7.95
H 0.42 -5.25 7.57
H -0.23 -5.46 4.75
H 1.40 -4.58 4.97
H 0.04 -4.09 2.74
H 0.61 -2.69 3.73
H -1.49 -2.68 4.70
H -1.99 -2.76 1.81
H -1.13 -1.44 2.60
H -3.96 -2.59 3.14
H -3.55 -1.03 2.18
H -5.22 -1.30 4.75
H -4.84 0.23 3.94
H -4.39 0.02 5.62
C 1.68 1.17 -1.41
O 2.50 0.23 -0.72
C 3.89 0.48 -0.89
C 4.69 -0.76 -0.60
N 4.79 -1.01 0.89
C 5.95 -1.92 1.28
C 6.13 -1.92 2.79
O 7.22 -2.78 3.16
C 7.52 -2.86 4.51
H 0.64 0.93 -1.14
H 1.78 1.13 -2.52
H 1.85 2.22 -1.10
H 4.19 1.35 -0.28
H 4.10 0.62 -1.95
H 5.68 -0.57 -0.97
H 4.17 -1.61 -1.04
H 3.92 -1.53 1.10
H 6.85 -1.57 0.83
H 5.78 -2.97 1.00
H 5.16 -2.19 3.26
H 6.41 -0.90 3.07
H 6.64 -3.04 5.12
H 7.92 -1.90 4.96
H 8.27 -3.62 4.70
O -1.44 0.48 -0.24
H -2.09 0.10 -0.82
H -1.41 1.44 -0.38
```

=====

# 3
# C36H95N16O7P5

6 unconnected molecules or ions with the total composition C36H95N16O7P5 (ωB97M-V with the def2-TZVPD basis set, the Open Molecules 2025 dataset).

As for the SMILES: CN(C)P(=O)(N(C)C)N(C)C.CN(C)P(=O)(N(C)C)N(C)C.CN(C)P(=O)(N(C)C)N(C)C.CN(C)P(=O)(N(C)C)N(C)C.CN(C)P(=O)(N(C)C)N(C)C.O=[N+]([O-])c1ccccc1. The energy above the lowest of the compared OMol25 structures with the same formula, charge and spin comes out at 128.0 kcal/mol. As for the spin multiplicity: 1. For the electronic energy, the calculation gives -4538.06795 a.u.

XYZ file:
```
159
C36H95N16O7P5 (ωB97M-V with the def2-TZVPD basis set)
C 11.76 -13.42 -18.97
N 11.23 -12.82 -20.23
C 11.16 -11.36 -20.12
P 11.91 -13.40 -21.71
O 11.57 -12.38 -22.68
N 13.55 -13.58 -21.24
C 14.55 -13.29 -22.39
C 13.93 -14.70 -20.34
N 11.39 -14.93 -22.09
C 12.14 -15.86 -22.84
C 9.93 -15.01 -22.33
H 12.70 -13.13 -18.51
H 11.72 -14.50 -19.06
H 11.10 -13.27 -18.12
H 11.01 -11.01 -19.10
H 10.37 -11.05 -20.80
H 12.06 -10.94 -20.56
H 14.91 -14.14 -22.97
H 13.97 -12.73 -23.13
H 15.35 -12.68 -21.98
H 14.27 -14.46 -19.33
H 13.15 -15.44 -20.12
H 14.70 -15.25 -20.87
H 12.20 -15.58 -23.89
H 13.06 -16.03 -22.27
H 11.49 -16.72 -22.85
H 9.73 -14.53 -23.29
H 9.19 -14.61 -21.64
H 9.65 -16.05 -22.50
C 7.60 -1.23 -25.69
N 6.20 -0.83 -26.19
C 5.05 -1.59 -25.50
P 6.15 0.41 -27.41
O 7.29 1.27 -27.45
N 5.97 -0.62 -28.80
C 4.99 -1.75 -28.89
C 6.62 -0.24 -30.05
N 4.63 1.30 -27.24
C 3.36 0.93 -27.84
C 4.40 1.83 -25.90
H 7.64 -2.31 -25.63
H 7.77 -0.90 -24.66
H 8.43 -0.84 -26.29
H 5.08 -2.65 -25.74
H 4.17 -1.06 -25.84
H 5.36 -1.69 -24.45
H 3.97 -1.39 -29.03
H 5.34 -2.53 -29.57
H 4.89 -2.30 -27.96
H 6.25 -0.92 -30.82
H 6.45 0.80 -30.32
H 7.65 -0.56 -29.89
H 3.57 0.67 -28.88
H 3.02 0.01 -27.36
H 2.65 1.75 -27.80
H 3.97 1.12 -25.19
H 3.84 2.77 -25.96
H 5.32 2.12 -25.39
C 14.06 -0.93 -18.20
N 13.76 -1.24 -19.65
C 12.45 -0.84 -20.15
P 14.91 -2.28 -20.40
O 16.27 -2.26 -19.84
N 14.15 -3.88 -20.27
C 12.97 -4.04 -19.37
C 14.82 -5.15 -20.42
N 14.81 -2.09 -22.14
C 13.46 -2.20 -22.82
C 15.89 -1.21 -22.80
H 13.41 -1.55 -17.58
H 13.71 0.08 -18.03
H 15.06 -1.10 -17.80
H 12.78 -0.41 -21.10
H 12.04 0.00 -19.58
H 11.87 -1.72 -20.42
H 12.95 -4.84 -18.64
H 12.69 -3.13 -18.83
H 12.21 -4.38 -20.07
H 15.65 -4.83 -21.05
H 15.21 -5.45 -19.44
H 14.22 -5.92 -20.91
H 12.62 -2.31 -22.14
H 13.34 -1.24 -23.32
H 13.65 -2.92 -23.62
H 15.65 -0.14 -22.73
H 15.85 -1.41 -23.87
H 16.95 -1.32 -22.57
C 12.55 0.17 -34.48
N 12.89 -0.21 -33.11
C 12.60 0.84 -32.10
P 13.20 -1.91 -32.78
O 12.02 -2.76 -33.10
N 14.57 -2.26 -33.69
C 15.87 -1.54 -33.55
C 14.63 -3.39 -34.66
N 13.74 -1.99 -31.10
C 13.04 -3.00 -30.23
C 14.81 -1.22 -30.42
H 11.70 -0.46 -34.73
H 13.30 -0.18 -35.19
H 12.27 1.21 -34.68
H 11.56 0.91 -31.76
H 13.02 1.83 -32.28
H 13.03 0.49 -31.16
H 16.20 -1.42 -32.51
H 16.68 -2.01 -34.10
H 15.68 -0.53 -33.91
H 13.75 -3.24 -35.30
H 15.52 -3.49 -35.28
H 14.45 -4.26 -34.03
H 12.04 -2.68 -29.94
H 12.89 -3.94 -30.76
H 13.54 -3.09 -29.27
H 15.63 -1.90 -30.23
H 14.52 -0.72 -29.49
H 15.20 -0.51 -31.15
C 26.02 -1.04 -23.99
N 26.06 0.39 -23.71
C 25.41 1.14 -24.73
P 26.23 0.85 -22.02
O 27.32 0.16 -21.23
N 26.41 2.56 -22.10
C 27.48 3.19 -23.00
C 25.76 3.50 -21.19
N 24.53 0.59 -21.43
C 23.33 1.15 -22.04
C 24.43 0.56 -20.01
H 25.13 -1.55 -23.64
H 26.72 -1.63 -23.40
H 26.25 -1.30 -25.02
H 25.33 2.15 -24.33
H 24.38 0.85 -24.92
H 25.99 1.14 -25.65
H 27.99 2.35 -23.48
H 27.06 3.81 -23.80
H 28.15 3.82 -22.41
H 25.00 2.99 -20.59
H 26.51 3.92 -20.53
H 25.13 4.25 -21.68
H 23.55 1.38 -23.09
H 22.49 0.49 -21.83
H 23.13 2.11 -21.56
H 25.01 -0.21 -19.49
H 23.42 0.20 -19.82
H 24.63 1.46 -19.43
O 12.86 3.82 -25.75
N 12.93 4.58 -24.75
O 14.00 5.23 -24.44
C 11.75 4.72 -23.93
C 11.63 5.88 -23.15
C 10.50 5.92 -22.40
C 9.61 4.82 -22.31
C 9.80 3.61 -22.93
C 10.83 3.67 -23.85
H 12.44 6.59 -23.15
H 10.21 6.88 -22.00
H 8.73 4.90 -21.70
H 9.01 2.88 -23.00
H 10.87 2.87 -24.56
```

=====

Which of these has the highest energy above the lowest of the compared OMol25 structures with the same formula, charge and spin?
C36H95N16O7P5

=====

Which of these has the highest energy above the lowest of the compared OMol25 structures with the same formula, charge and spin?
C36H95N16O7P5